(1)
68
Properties=species:S:1:pos:R:3:mulliken_charge:R:1 method="wB97M-V/def2-TZVPD" total_charge=0 mol_weight_g_mol=720.13 lumo_energy_ev=-1.7 largest_force_ev_per_a=2.4
O -4.851 -5.232 2.482 -0.53
C -4.449 -4.139 2.795 0.31
C -3.015 -3.812 2.820 0.02
C -2.625 -2.615 3.223 -0.19
C -3.562 -1.446 3.609 0.37
O -3.149 -0.290 3.772 -0.59
C -4.984 -1.787 3.592 -0.36
C -5.399 -3.023 3.233 -0.43
H -2.282 -4.554 2.495 0.30
H -1.554 -2.388 3.243 0.30
H -5.799 -1.106 3.754 0.40
H -6.458 -3.229 3.109 0.37
O 4.180 -1.687 -4.184 -0.56
C 4.470 -1.268 -3.081 0.35
C 5.792 -0.617 -2.783 -0.51
C 5.961 0.184 -1.732 -0.45
C 4.970 0.184 -0.592 0.40
O 5.106 0.798 0.427 -0.57
C 3.748 -0.745 -0.757 -0.20
C 3.467 -1.297 -1.978 0.02
H 6.502 -0.573 -3.616 0.36
H 6.832 0.810 -1.603 0.42
H 3.088 -0.708 0.093 0.48
H 2.504 -1.788 -2.103 0.22
O 3.949 2.271 -2.561 -0.56
C 2.966 2.807 -2.107 0.28
C 1.628 2.572 -2.670 -0.41
C 0.561 3.174 -2.097 -0.09
C 0.603 3.988 -0.887 0.17
O -0.411 4.434 -0.352 -0.56
C 1.955 4.191 -0.291 -0.38
C 3.022 3.644 -0.872 -0.23
H 1.547 1.894 -3.522 0.42
H -0.382 3.005 -2.572 0.47
H 1.929 4.801 0.601 0.42
H 3.998 3.771 -0.425 0.40
Cl -0.201 -5.867 0.800 -0.17
C 1.064 -5.566 1.983 -0.54
C 1.891 -4.340 1.644 -0.59
Cl 0.881 -2.885 1.821 -0.15
H 1.701 -6.437 1.942 0.38
H 0.673 -5.410 2.975 0.34
H 2.176 -4.415 0.604 0.29
H 2.798 -4.272 2.246 0.35
Cl -4.679 6.723 -1.047 -0.20
C -3.487 6.300 0.188 -0.43
C -3.457 4.824 0.456 -0.12
Cl -4.953 4.265 1.248 -0.21
H -3.689 6.910 1.065 0.37
H -2.525 6.652 -0.169 0.26
H -2.641 4.529 1.107 0.07
H -3.306 4.327 -0.496 0.28
Cl 0.032 -2.366 -1.638 -0.04
C -1.009 -2.374 -3.105 -0.68
C -1.119 -0.963 -3.588 0.11
Cl 0.387 -0.485 -4.369 -0.15
H -1.947 -2.833 -2.813 0.35
H -0.507 -3.004 -3.850 0.35
H -1.395 -0.280 -2.790 -0.21
H -1.933 -0.860 -4.309 0.35
Cl 1.427 1.244 1.090 -0.06
C -0.069 0.718 1.936 0.19
C -1.270 1.234 1.224 -0.08
Cl -1.459 0.379 -0.331 -0.15
H 0.025 1.081 2.950 0.49
H 0.059 -0.374 1.927 -0.53
H -1.180 2.306 0.999 -0.05
H -2.143 1.012 1.833 0.28

***

(2)
64
Properties=species:S:1:pos:R:3:mulliken_charge:R:1 method="wB97M-V/def2-TZVPD" total_charge=0 mol_weight_g_mol=550.10 lumo_energy_ev=-0.9 largest_force_ev_per_a=9.8
C 0.038 5.531 1.175 -0.92
C -0.593 4.923 -0.250 -0.24
C 0.058 3.420 -0.410 -0.86
Cl -0.644 2.349 0.932 -0.15
C -0.019 2.790 -1.919 1.38
C 1.052 1.555 -1.933 -1.02
C 0.459 0.111 -2.429 0.01
C 1.170 -1.031 -1.439 -0.53
S 1.587 -2.636 -2.378 -0.12
C 1.444 -3.948 -0.995 0.08
S 0.951 -5.511 -1.445 -0.11
N 1.751 -3.454 0.398 0.55
C 0.650 -3.744 1.392 -0.04
C -0.240 -2.416 1.886 -0.18
C -1.451 -2.585 3.020 -0.51
C -1.686 -4.115 3.594 -0.27
C -0.833 -5.437 3.112 -0.47
C 0.362 -5.246 1.995 -0.17
C 3.121 -3.844 0.891 0.15
C 3.812 -2.825 2.022 -0.29
C 5.281 -3.108 2.716 -0.36
C 6.146 -4.448 2.327 -0.38
C 5.477 -5.454 1.180 -0.45
C 3.987 -5.171 0.480 -0.06
O 0.655 3.774 -2.830 -0.42
C 0.291 3.186 -4.162 0.37
O 1.105 3.253 -5.231 -0.54
O -1.034 2.481 -4.130 -0.37
C -1.436 2.696 -2.725 -0.22
C -2.711 1.882 -2.098 -0.24
C -4.029 2.899 -2.261 0.18
O -4.683 2.945 -3.444 -0.52
O -4.500 3.790 -1.189 -0.22
C -5.608 3.192 -0.426 0.59
C -5.771 3.542 1.197 -0.80
O -6.467 2.352 -1.037 -0.51
H 0.230 6.682 1.089 0.31
H -0.643 5.293 2.106 0.26
H 1.094 5.036 1.425 0.26
H -1.760 4.922 -0.167 0.12
H -0.164 5.621 -1.096 0.33
H 1.218 3.543 -0.160 0.56
H 1.397 1.399 -0.801 0.43
H 2.059 1.783 -2.523 0.20
H -0.694 -0.034 -2.289 0.07
H 0.702 -0.089 -3.568 0.36
H 2.177 -0.639 -0.990 0.41
H 0.359 -1.335 -0.652 -0.07
H -0.064 -1.328 1.486 0.31
H -2.053 -1.630 3.364 0.28
H -2.509 -4.257 4.415 0.27
H -1.002 -6.534 3.521 0.27
H 1.049 -6.122 1.580 0.27
H 3.197 -1.856 2.346 0.23
H 5.685 -2.359 3.520 0.27
H 7.202 -4.672 2.836 0.28
H 6.124 -6.408 0.914 0.26
H 3.570 -5.933 -0.303 0.19
H -1.836 3.820 -2.696 0.39
H -2.630 1.619 -0.961 0.23
H -3.005 0.917 -2.736 0.40
H -5.352 4.609 1.430 0.29
H -6.903 3.489 1.489 0.30
H -5.138 2.768 1.833 0.22

***

(3)
64
Properties=species:S:1:pos:R:3:mulliken_charge:R:1 method="wB97M-V/def2-TZVPD" total_charge=0 mol_weight_g_mol=518.49 lumo_energy_ev=0.5 largest_force_ev_per_a=1.9 relative_energy_kcal_mol=0.0
C 2.484 0.309 7.278 -1.39
C 2.452 -0.713 6.166 0.10
O 2.410 -2.021 6.718 -0.24
C 2.356 -3.046 5.901 0.33
O 2.420 -3.015 4.712 -0.51
C 2.187 -4.375 6.687 0.90
F 2.643 -4.272 7.942 -0.24
F 0.904 -4.723 6.726 -0.24
F 2.887 -5.326 6.062 -0.24
H 2.586 1.318 6.896 0.39
H 3.229 0.017 8.025 0.34
H 1.607 0.280 7.939 0.34
H 3.343 -0.491 5.570 0.22
H 1.615 -0.611 5.473 0.25
C -0.324 -0.225 -2.996 -0.60
C 0.616 0.407 -3.985 -0.56
O -0.136 0.814 -5.135 -0.16
C 0.567 1.059 -6.239 0.25
O 1.721 0.849 -6.402 -0.50
C -0.341 1.641 -7.329 0.94
F -0.477 0.715 -8.289 -0.25
F -1.560 1.984 -6.886 -0.22
F 0.221 2.744 -7.853 -0.26
H 0.199 -0.819 -2.243 0.46
H -1.080 -0.909 -3.383 0.42
H -0.838 0.565 -2.441 -0.16
H 1.395 -0.330 -4.187 0.42
H 1.051 1.303 -3.542 0.23
C 0.086 3.812 -1.587 -0.25
C -0.571 3.687 -0.382 -0.55
C -1.922 3.398 -0.333 -0.38
C -2.639 3.172 -1.508 -0.47
C -1.936 3.255 -2.713 -0.48
C -0.577 3.570 -2.778 -0.37
H 1.162 3.946 -1.543 0.46
H -0.100 3.740 0.593 0.33
H -2.399 3.300 0.636 0.37
H -3.678 2.878 -1.499 0.47
H -2.512 3.051 -3.609 0.35
H -0.052 3.604 -3.722 0.54
C 1.634 -0.802 2.209 -0.24
C 0.481 -0.344 1.572 -0.80
C 0.565 0.479 0.462 0.04
C 1.820 0.925 0.020 -0.53
C 2.956 0.463 0.657 -0.51
C 2.865 -0.399 1.750 -0.60
H 1.567 -1.416 3.097 0.63
H -0.472 -0.620 2.007 0.44
H -0.328 0.773 -0.075 0.57
H 1.903 1.693 -0.737 0.23
H 3.929 0.836 0.360 0.39
H 3.779 -0.696 2.250 0.39
C -2.228 -1.979 -0.481 -0.19
C -2.954 -0.854 -0.895 -0.01
C -4.031 -0.995 -1.765 -0.55
C -4.319 -2.251 -2.296 -0.42
C -3.652 -3.375 -1.844 -0.52
C -2.612 -3.221 -0.922 -0.47
H -1.430 -1.786 0.222 0.20
H -2.733 0.096 -0.425 0.41
H -4.687 -0.170 -2.009 0.39
H -5.048 -2.412 -3.082 0.37
H -3.881 -4.356 -2.236 0.38
H -2.127 -4.130 -0.581 0.37

***

(4)
67
Properties=species:S:1:pos:R:3:mulliken_charge:R:1 method="wB97M-V/def2-TZVPD" total_charge=0 mol_weight_g_mol=795.66 lumo_energy_ev="-0.8 / -0.8" largest_force_ev_per_a=3.2
Pt -0.244 -0.258 0.142 2.09
C -1.242 2.377 1.981 -0.97
C -0.155 2.795 1.049 0.95
C -0.016 4.114 0.622 -0.59
C 1.004 4.440 -0.252 -0.73
C 1.901 3.456 -0.642 -0.77
C 1.709 2.165 -0.170 0.16
N 0.678 1.850 0.633 -0.44
C 2.582 1.024 -0.483 0.42
C 3.928 1.078 -0.837 -0.52
C 4.608 -0.117 -1.021 -0.78
C 3.974 -1.324 -0.778 -0.64
C 2.636 -1.300 -0.396 0.57
N 1.978 -0.146 -0.318 0.23
C 1.852 -2.433 0.094 0.39
C 2.067 -3.762 -0.244 -0.73
C 1.293 -4.728 0.374 -0.69
C 0.360 -4.342 1.328 -0.79
C 0.174 -2.995 1.596 0.81
C -0.789 -2.483 2.617 -0.80
N 0.886 -2.064 0.959 -0.34
H -1.102 2.825 2.964 0.48
H -1.234 1.284 2.062 -0.28
H -2.203 2.689 1.582 0.30
H -0.723 4.855 0.951 0.46
H 1.100 5.446 -0.632 0.43
H 2.705 3.672 -1.327 0.45
H 4.427 2.025 -0.961 0.40
H 5.647 -0.106 -1.319 0.45
H 4.508 -2.256 -0.866 0.40
H 2.806 -4.016 -0.988 0.50
H 1.412 -5.771 0.124 0.46
H -0.232 -5.079 1.845 0.47
H -0.308 -2.429 3.594 0.31
H -1.664 -3.119 2.697 0.30
H -1.094 -1.471 2.322 -0.14
F 2.372 1.193 -3.288 -0.46
C 1.198 0.522 -3.316 0.68
C 0.042 1.201 -3.163 -0.33
N -1.166 0.599 -3.277 0.19
C -2.353 1.358 -2.937 -0.60
C -2.147 1.981 -1.500 0.33
O -2.235 3.193 -1.375 -0.71
O -1.906 1.147 -0.592 -0.93
C -1.270 -0.736 -3.626 0.06
O -2.320 -1.272 -3.885 -0.64
N -0.064 -1.406 -3.693 0.13
C 1.220 -0.917 -3.507 0.23
O 2.190 -1.643 -3.514 -0.68
H 0.028 2.264 -2.966 0.51
H -3.199 0.667 -2.926 0.31
H -2.528 2.151 -3.668 0.22
H -0.136 -2.405 -3.865 0.26
C -4.687 0.038 0.039 -0.80
Si -3.999 -1.717 -0.247 0.59
C -4.804 -2.646 -1.707 -1.15
C -4.209 -2.622 1.432 -1.19
Se -1.753 -1.958 -0.776 -0.57
H -5.517 0.019 0.738 0.51
H -5.031 0.492 -0.884 0.32
H -3.915 0.682 0.449 -0.05
H -5.881 -2.528 -1.736 0.38
H -4.582 -3.708 -1.657 0.30
H -4.389 -2.271 -2.639 0.29
H -5.258 -2.794 1.643 0.45
H -3.807 -2.018 2.241 0.27
H -3.702 -3.581 1.434 0.26

***

(5)
72
Properties=species:S:1:pos:R:3:mulliken_charge:R:1 method="wB97M-V/def2-TZVPD" total_charge=-4 mol_weight_g_mol=606.39 lumo_energy_ev=6.5 largest_force_ev_per_a=2.2
Li -0.466 -1.605 -0.029 1.02
Li 0.300 -2.456 2.550 0.80
C -3.658 -2.615 2.487 -0.72
C -5.011 -2.222 2.349 0.49
C -5.494 -1.495 1.093 0.25
O -6.709 -1.284 0.912 -0.77
C -4.552 -1.225 0.076 -0.79
C -3.215 -1.654 0.151 0.47
C -2.751 -2.299 1.472 0.22
O -1.498 -2.468 1.617 -0.79
O -2.344 -1.520 -0.736 -0.94
O -5.808 -2.528 3.257 -0.78
H -3.282 -3.122 3.363 0.35
H -4.899 -0.800 -0.858 0.53
C 2.898 2.713 -1.800 -1.16
C 1.890 1.709 -1.712 0.59
C 1.281 1.420 -0.342 -0.31
O 0.545 0.426 -0.081 -0.34
C 1.489 2.348 0.698 -0.56
C 2.341 3.470 0.562 0.54
C 3.171 3.638 -0.767 0.60
O 4.002 4.563 -0.829 -0.82
O 2.465 4.387 1.396 -0.85
O 1.551 1.082 -2.722 -0.75
H 3.288 2.886 -2.796 0.28
H 1.105 2.150 1.692 0.66
C 2.618 -4.273 0.105 -0.68
C 3.517 -4.764 -0.883 0.53
C 3.410 -4.243 -2.324 0.36
O 4.173 -4.724 -3.195 -0.82
C 2.394 -3.328 -2.594 -0.98
C 1.491 -2.809 -1.632 0.66
C 1.713 -3.240 -0.154 0.18
O 1.143 -2.589 0.773 -0.28
O 0.483 -2.129 -1.868 -0.49
O 4.290 -5.697 -0.588 -0.78
H 2.766 -4.583 1.135 0.29
H 2.253 -3.025 -3.625 0.39
C -1.598 2.001 -4.259 -1.66
C -1.964 1.459 -2.878 0.98
C -3.428 1.769 -2.543 -0.87
O -3.685 3.170 -2.461 -0.35
C -5.027 3.420 -2.145 -0.79
N -1.808 0.001 -2.977 -0.38
H -0.522 1.867 -4.409 0.37
H -1.751 3.079 -4.346 0.33
H -2.059 1.357 -5.012 0.36
H -1.342 1.859 -2.076 0.05
H -3.713 1.235 -1.630 0.44
H -4.020 1.383 -3.392 0.25
H -5.310 3.130 -1.128 0.29
H -5.630 2.749 -2.787 0.32
H -5.327 4.422 -2.451 0.27
H -2.155 -0.411 -2.100 0.14
H -2.512 -0.282 -3.662 0.35
C 3.546 -1.117 2.039 -1.22
C 2.688 -0.548 3.141 0.54
C 3.104 0.888 3.551 -0.80
O 2.020 1.502 4.235 -0.38
C 2.224 2.915 4.309 -0.54
N 1.259 -0.650 2.703 -0.07
H 3.460 -2.203 1.958 0.18
H 4.625 -0.972 2.183 0.46
H 3.308 -0.741 1.042 0.21
H 2.723 -1.203 4.024 0.38
H 3.222 1.428 2.605 0.28
H 3.992 0.775 4.181 0.40
H 1.437 3.288 4.970 0.22
H 2.154 3.365 3.316 0.21
H 3.180 3.155 4.790 0.26
H 0.816 0.053 3.295 0.40
H 1.205 -0.237 1.759 -0.22

***

(6)
74
Properties=species:S:1:pos:R:3:mulliken_charge:R:1 method="wB97M-V/def2-TZVPD" total_charge=0 mol_weight_g_mol=698.54 lumo_energy_ev=-0.8 largest_force_ev_per_a=0.8
C 1.528 4.943 -1.861 -1.04
C 1.435 4.138 -3.177 -0.30
C 2.494 4.548 -4.186 -0.60
O 3.813 4.238 -3.713 -0.11
O 3.986 2.825 -4.003 -0.13
P 5.541 2.429 -4.137 0.76
O 6.034 2.226 -5.490 -0.73
O 5.570 1.100 -3.270 -0.37
C 5.107 1.106 -1.953 0.64
C 3.900 0.488 -1.699 -0.54
C 3.429 0.504 -0.406 -0.12
C 4.208 1.113 0.568 -0.38
C 5.413 1.667 0.198 -0.52
N 5.866 1.680 -1.054 -0.39
O 6.287 3.553 -3.285 -0.12
P 7.526 4.420 -3.839 0.68
O 8.584 3.339 -4.319 -0.43
O 8.059 4.925 -2.424 -0.45
S 7.140 5.818 -5.093 -0.36
H 0.547 5.318 -1.567 0.32
H 2.195 5.802 -1.975 0.32
H 1.913 4.329 -1.046 0.23
H 0.460 4.320 -3.636 0.34
H 1.548 3.073 -2.964 0.21
H 2.356 4.011 -5.127 0.37
H 2.518 5.627 -4.355 0.39
H 3.343 0.034 -2.509 0.42
H 2.481 0.044 -0.155 0.46
H 3.878 1.160 1.599 0.39
H 6.048 2.128 0.948 0.39
H 8.801 3.527 -5.245 0.35
H 8.478 5.788 -2.550 0.35
C -1.543 -2.725 2.395 0.07
C -0.473 -1.928 2.786 -0.57
C -0.250 -0.706 2.174 -0.33
C -1.114 -0.303 1.170 -0.25
C -2.178 -1.082 0.758 -0.29
C -2.390 -2.302 1.380 -0.49
N -0.901 1.004 0.527 1.13
O 0.055 1.664 0.887 -0.63
O -1.693 1.354 -0.325 -0.62
H -1.732 -3.675 2.876 0.12
H 0.185 -2.258 3.578 0.41
H 0.573 -0.074 2.472 0.53
H -2.835 -0.745 -0.030 0.54
H -3.224 -2.919 1.078 0.42
C -5.696 3.926 0.350 -0.46
C -6.682 3.176 -0.278 -0.38
C -6.781 1.815 -0.035 -0.48
C -5.885 1.236 0.844 0.06
C -4.893 1.962 1.477 -0.17
C -4.802 3.320 1.222 -0.51
N -5.987 -0.209 1.117 1.04
O -6.839 -0.840 0.524 -0.62
O -5.203 -0.682 1.915 -0.59
H -5.624 4.989 0.157 0.38
H -7.375 3.650 -0.959 0.37
H -7.539 1.216 -0.516 0.46
H -4.206 1.473 2.152 0.52
H -4.032 3.905 1.705 0.39
C -3.218 -10.045 3.424 -0.43
C -2.350 -9.554 4.390 -0.42
C -2.153 -8.188 4.518 -0.40
C -2.840 -7.341 3.669 0.18
C -3.706 -7.807 2.697 -0.32
C -3.892 -9.174 2.578 -0.46
N -2.649 -5.889 3.810 1.02
O -1.869 -5.497 4.654 -0.60
O -3.281 -5.159 3.071 -0.62
H -3.371 -11.112 3.331 0.38
H -1.826 -10.234 5.047 0.37
H -1.482 -7.789 5.263 0.44
H -4.224 -7.115 2.049 0.46
H -4.566 -9.559 1.825 0.37

***

(7)
65
Properties=species:S:1:pos:R:3:mulliken_charge:R:1 method="wB97M-V/def2-TZVPD" total_charge=+1 mol_weight_g_mol=719.50 lumo_energy_ev="-4.0 / -4.9" largest_force_ev_per_a=3.1 relative_energy_kcal_mol=12.9 multiplicity=3
W -0.177 0.003 0.175 1.04
C -1.399 -1.470 -3.736 -1.88
C -1.352 -0.878 -2.370 0.90
N -0.217 -0.560 -1.767 1.57
N 0.949 -0.766 -2.400 -1.56
C 1.968 -0.474 -1.613 0.61
O 1.752 -0.001 -0.432 -0.80
C 3.320 -0.740 -2.086 0.22
C 4.381 -0.751 -1.178 -0.33
C 5.638 -1.142 -1.596 -0.72
C 5.845 -1.506 -2.919 -0.37
C 4.803 -1.445 -3.834 -0.78
C 3.543 -1.065 -3.425 -0.27
C -2.501 -0.591 -1.562 0.79
C -3.826 -0.829 -1.945 -1.03
C -4.853 -0.494 -1.086 -0.47
C -4.540 0.088 0.143 -1.00
C -3.217 0.279 0.481 0.06
N -2.199 -0.054 -0.333 -0.21
H -0.380 -1.677 -4.054 0.38
H -1.871 -0.786 -4.441 0.37
H -1.964 -2.399 -3.733 0.43
H 4.198 -0.489 -0.145 0.45
H 6.451 -1.180 -0.886 0.42
H 6.816 -1.849 -3.239 0.41
H 4.967 -1.711 -4.866 0.41
H 2.720 -1.030 -4.120 0.43
H -4.024 -1.279 -2.905 0.52
H -5.878 -0.681 -1.356 0.47
H -5.314 0.371 0.838 0.47
H -2.937 0.709 1.441 0.56
S -0.126 0.317 2.490 -0.45
C -0.238 -1.279 3.227 0.71
C -0.290 -1.390 4.612 -0.70
C -0.405 -2.633 5.204 -0.63
C -0.472 -3.778 4.418 -0.57
C -0.392 -3.681 3.045 -0.64
C -0.278 -2.432 2.433 0.58
S -0.135 -2.360 0.696 -0.47
H -0.241 -0.488 5.203 0.44
H -0.434 -2.713 6.279 0.39
H -0.580 -4.747 4.879 0.38
H -0.411 -4.560 2.420 0.45
C -0.475 5.506 -0.217 -0.95
N -1.267 4.737 -1.166 0.17
C -0.555 4.658 -2.431 -0.92
N 0.776 4.093 -2.284 0.19
C 1.526 4.883 -1.321 -0.93
N 0.855 4.951 -0.035 0.19
C 0.850 3.690 0.659 -1.09
P -0.105 2.389 -0.294 1.67
C -1.620 3.438 -0.652 -1.13
C 0.746 2.698 -1.941 -1.26
H -0.995 5.536 0.743 0.38
H -0.373 6.525 -0.600 0.30
H -0.448 5.669 -2.832 0.29
H -1.138 4.054 -3.131 0.39
H 1.623 5.897 -1.716 0.29
H 2.522 4.456 -1.188 0.39
H 0.390 3.812 1.646 0.44
H 1.880 3.341 0.805 0.36
H -2.201 3.565 0.269 0.44
H -2.247 2.913 -1.385 0.37
H 0.220 2.140 -2.728 0.40
H 1.775 2.319 -1.873 0.42